Here is C7H15CaN2 as an isolated structure in a non-equilibrium geometry from the Open Molecules 2025 dataset. Energies are from the ωB97M-V functional and the def2-TZVPD basis.

```
25
Properties=species:S:1:pos:R:3:lowdin_charge:R:1
C 0.7218 -2.2226 -0.1200 -0.100
N -0.0809 0.0211 0.0253 -0.214
H 0.5640 -3.2818 0.0429 0.080
C 3.0890 -2.7047 -0.8206 -0.115
H -1.2294 -1.6611 0.6027 0.070
H 4.0095 -2.1742 -1.1472 0.065
C -0.2939 -1.3115 0.1853 -0.225
H -0.7967 0.9618 3.3085 0.024
H -2.5086 2.2864 -2.6538 0.063
C 1.1002 0.5045 -0.4446 -0.237
H -2.6921 2.4107 -0.8772 -0.084
C 2.1400 -0.3687 -0.7603 -0.098
H 3.3234 -3.2370 0.1275 0.064
H 3.0883 0.0304 -1.0991 0.083
Ca -1.5858 1.6104 0.9176 0.434
H 2.8047 -3.4449 -1.5944 0.061
C -3.0315 1.7985 -1.7250 -0.112
N -0.7664 1.8547 2.7949 -0.212
C 1.9601 -1.7472 -0.5786 -0.367
H -2.9659 1.6926 1.6458 -0.267
H -1.3204 2.5290 3.3441 -0.005
H 1.2499 1.5733 -0.5183 0.054
H 0.2103 2.1788 2.8159 0.003
H -2.9021 0.7240 -1.4993 0.021
H -4.0875 1.9775 -1.9720 0.015
```

E = -28916.9154 eV
lowest unoccupied orbital energy (alpha / beta) = 3.31 / 3.34 eV
orbital gap (alpha / beta) = 4.03 / 3.26 eV
E_HOMO (alpha / beta) = -0.0265 / 0.0027 hartree
2S+1 = 1
charge = -1
relative energy (zero: lowest compared OMol25 entry of this formula, charge and spin) = 32.0 kcal per mole